Below is a single C13H18ClN3O3 molecule at a distorted geometry, with properties calculated with ωB97M-V with the def2-TZVPD basis set.

CARTESIAN COORDINATES (ANGSTROEM)
O: -1.752 7.032 1.728
N: -2.157 6.182 0.957
O: -2.945 6.394 0.054
C: -1.677 4.851 1.121
C: -2.112 3.839 0.268
C: -1.644 2.558 0.424
C: -0.729 2.231 1.441
N: -0.276 0.980 1.658
C: -0.470 -0.152 0.788
C: 0.458 -0.127 -0.432
C: 0.327 -1.423 -1.236
N: 0.685 -2.564 -0.409
C: -0.053 -3.787 -0.675
C: 0.448 -4.514 -1.929
O: 1.826 -4.804 -1.823
C: 2.578 -3.626 -1.627
C: 2.109 -2.863 -0.380
C: -0.308 3.283 2.289
Cl: 0.831 2.933 3.554
C: -0.766 4.566 2.139
H: -2.815 4.084 -0.513
H: -1.987 1.788 -0.246
H: 0.453 0.902 2.353
H: -1.513 -0.187 0.465
H: -0.262 -1.059 1.357
H: 1.487 -0.007 -0.089
H: 0.216 0.724 -1.071
H: -0.714 -1.537 -1.548
H: 0.941 -1.341 -2.145
H: -1.116 -3.558 -0.769
H: 0.089 -4.444 0.189
H: -0.055 -5.474 -2.052
H: 0.264 -3.894 -2.822
H: 3.616 -3.944 -1.515
H: 2.498 -2.983 -2.518
H: 2.674 -1.936 -0.279
H: 2.292 -3.484 0.502
H: -0.437 5.362 2.790

Properties
E_HOMO: -0.308 Eh
Net charge: 0
ΔE to the lowest compared entry with this formula, charge and spin: 6.6 kJ/mol
SMILES: O=[N+]([O-])c1ccc(NCCCN2CCOCC2)c(Cl)c1
Orbital gap: 8.18 eV
LUMO energy: -0.0071 Ha
Total energy: -36905.354 eV

natural (NBO) population analysis, charges in e, atoms 1 to 2: O -0.392; N 0.531

=====

Below is a single C19H20F2N2O molecule, with properties calculated with ωB97M-V with the def2-TZVPD basis set.

CARTESIAN COORDINATES (ANGSTROEM)
O: 0.448 0.446 1.894
C: -0.588 1.043 2.089
N: -1.449 1.442 1.133
C: -1.222 1.235 -0.294
C: -1.128 -0.257 -0.620
C: -0.807 -0.449 -2.108
N: 0.394 0.237 -2.537
C: 1.624 -0.379 -2.054
C: 1.771 -1.773 -2.601
C: 1.657 -1.997 -3.968
C: 1.790 -3.273 -4.483
C: 2.044 -4.341 -3.638
C: 2.160 -4.126 -2.276
C: 2.020 -2.848 -1.760
C: 0.298 1.651 -2.244
C: 0.045 1.957 -0.761
C: -1.029 1.406 3.487
C: -1.064 0.448 4.496
F: -0.819 -0.832 4.190
C: -1.383 0.764 5.806
C: -1.662 2.078 6.135
C: -1.638 3.063 5.162
C: -1.326 2.711 3.862
F: -1.312 3.679 2.921
H: -2.253 1.984 1.402
H: -2.089 1.661 -0.814
H: -2.070 -0.753 -0.377
H: -0.343 -0.703 -0.011
H: -0.695 -1.513 -2.328
H: -1.636 -0.061 -2.711
H: 1.692 -0.409 -0.957
H: 2.453 0.235 -2.424
H: 1.452 -1.160 -4.618
H: 1.698 -3.437 -5.547
H: 2.151 -5.338 -4.041
H: 2.355 -4.955 -1.612
H: 2.106 -2.686 -0.695
H: 1.218 2.141 -2.571
H: -0.530 2.051 -2.841
H: -0.063 3.033 -0.614
H: 0.888 1.613 -0.163
H: -1.403 -0.019 6.546
H: -1.902 2.338 7.154
H: -1.852 4.094 5.395

Properties
E_HOMO: -0.305 Eh
Net charge: 0
SMILES: O=C(NC1CCN(Cc2ccccc2)CC1)c1c(F)cccc1F
Orbital gap: 9.03 eV
LUMO energy: 0.0270 Ha
Total energy: -30490.870 eV

natural (NBO) population analysis, charges in e, atoms 1 to 2: O -0.606; C 0.681

=====

Repeat the first record exactly.
Below is a single C13H18ClN3O3 molecule at a distorted geometry, with properties calculated with ωB97M-V with the def2-TZVPD basis set.

CARTESIAN COORDINATES (ANGSTROEM)
O: -1.752 7.032 1.728
N: -2.157 6.182 0.957
O: -2.945 6.394 0.054
C: -1.677 4.851 1.121
C: -2.112 3.839 0.268
C: -1.644 2.558 0.424
C: -0.729 2.231 1.441
N: -0.276 0.980 1.658
C: -0.470 -0.152 0.788
C: 0.458 -0.127 -0.432
C: 0.327 -1.423 -1.236
N: 0.685 -2.564 -0.409
C: -0.053 -3.787 -0.675
C: 0.448 -4.514 -1.929
O: 1.826 -4.804 -1.823
C: 2.578 -3.626 -1.627
C: 2.109 -2.863 -0.380
C: -0.308 3.283 2.289
Cl: 0.831 2.933 3.554
C: -0.766 4.566 2.139
H: -2.815 4.084 -0.513
H: -1.987 1.788 -0.246
H: 0.453 0.902 2.353
H: -1.513 -0.187 0.465
H: -0.262 -1.059 1.357
H: 1.487 -0.007 -0.089
H: 0.216 0.724 -1.071
H: -0.714 -1.537 -1.548
H: 0.941 -1.341 -2.145
H: -1.116 -3.558 -0.769
H: 0.089 -4.444 0.189
H: -0.055 -5.474 -2.052
H: 0.264 -3.894 -2.822
H: 3.616 -3.944 -1.515
H: 2.498 -2.983 -2.518
H: 2.674 -1.936 -0.279
H: 2.292 -3.484 0.502
H: -0.437 5.362 2.790

Properties
E_HOMO: -0.308 Eh
Net charge: 0
ΔE to the lowest compared entry with this formula, charge and spin: 6.6 kJ/mol
SMILES: O=[N+]([O-])c1ccc(NCCCN2CCOCC2)c(Cl)c1
Orbital gap: 8.18 eV
LUMO energy: -0.0071 Ha
Total energy: -36905.354 eV

natural (NBO) population analysis, charges in e, atoms 1 to 2: O -0.392; N 0.531